Below is a cluster of 8 separate species, C32H48O24 in total in a non-equilibrium geometry, with properties calculated with the ωB97M-V functional and the def2-TZVPD basis.

Cartesian coordinates (Å):
O (0.55889, -4.00244, 4.88675)
O (-6.61179, 3.89364, -3.84542)
O (-2.31918, 1.38717, -1.54541)
O (-0.31650, 3.36877, 4.48355)
O (0.73883, 4.19046, 2.72594)
O (4.99230, -4.34112, 3.54947)
O (3.63068, -5.62286, 2.39785)
O (-0.06085, -2.19839, 3.61596)
O (-0.74162, 2.56488, -9.70625)
O (-2.64045, 2.62479, -8.47327)
O (2.17919, 1.23606, -4.41060)
O (3.53200, 1.54619, -0.60067)
O (-5.81364, 2.97679, -1.81519)
O (2.01302, 2.82715, -1.78462)
O (1.55718, 2.52167, 4.03166)
O (3.45126, 3.87876, -0.45467)
O (4.04918, -3.62405, 1.61187)
O (-0.68079, 1.68457, 0.17800)
O (-0.86040, -2.50123, 5.75163)
O (0.70475, -0.50339, -4.32742)
O (-0.86976, 1.93540, -7.62928)
O (-1.33813, -0.22778, -0.45080)
O (-7.46307, 1.90677, -2.82240)
O (2.81312, -0.95983, -4.12196)
C (-1.52903, 2.00119, -5.36800)
C (-0.01253, 0.87537, 1.09014)
C (-6.06203, 1.80924, -1.03759)
C (2.77412, -5.41126, 1.22753)
C (4.26051, -4.45868, 2.59721)
C (-1.81921, 1.40473, -6.68043)
C (0.78447, -1.92884, -4.26172)
C (2.73428, 4.96723, -1.10219)
C (1.94199, 4.20535, -2.19652)
C (3.82754, 6.03923, -1.40979)
C (1.24577, -5.16767, 6.77759)
C (-0.13962, -2.82917, 4.62434)
C (-1.49239, 0.96502, -0.67199)
C (1.92779, 0.04942, -4.25038)
C (-1.35493, 2.35114, -8.64375)
C (-0.05626, 2.41721, 5.49238)
C (-0.62967, -0.44693, 0.66417)
C (-3.10972, 1.91002, -7.23862)
C (-6.56336, 3.02724, -2.90852)
C (3.10868, -4.07923, 0.65175)
C (-0.76518, -3.55563, 6.71137)
C (2.27355, -2.21397, -3.95660)
C (-6.57202, 2.24926, 0.37157)
C (0.03063, -4.59260, 6.03684)
C (0.66547, 3.45634, 3.68434)
C (-7.08761, 0.99058, -1.93757)
C (2.48158, 2.15063, 6.25371)
C (1.30683, -5.64233, 1.45184)
C (2.56407, -2.67918, -2.55302)
C (1.32687, 1.87841, 5.28146)
C (0.55034, -1.47613, 0.44650)
C (3.02800, 2.66151, -0.96381)
H (3.46105, 6.96965, -1.84351)
H (-6.66128, 0.11816, -2.43277)
H (-7.92911, 0.82313, -1.26531)
H (0.08838, -2.33642, -3.52862)
H (1.05145, -1.76657, 1.36987)
H (-0.09346, -3.19903, 7.49223)
H (0.98391, -5.82812, 7.60423)
H (-1.35970, -0.72893, 1.42288)
H (3.49448, -3.24068, -2.63749)
H (2.58877, 3.22546, 6.39980)
H (-0.23871, 2.72898, 6.52078)
H (0.90901, 4.52682, -2.06343)
H (2.60028, -3.05486, -4.56836)
H (1.88742, -4.41914, 7.24246)
H (-0.44573, 2.05786, -5.26143)
H (0.54664, -2.52888, -5.14007)
H (3.33212, 1.54277, 5.94519)
H (-6.62586, 1.48801, 1.14984)
H (2.05217, 1.78014, 7.18453)
H (1.25978, -0.92924, -0.17455)
H (-0.76538, 1.59817, 5.37231)
H (2.26325, -3.41858, 0.45972)
H (4.63015, 5.50958, -1.92302)
H (1.14169, 0.82626, 5.06519)
H (1.03761, 0.77125, 0.81727)
H (3.18626, -6.07699, 0.46922)
H (3.48926, -4.32883, -0.33868)
H (0.93365, -5.07990, 2.30771)
H (-5.85787, 3.02784, 0.63970)
H (-0.73870, -5.29601, 5.71839)
H (-3.59979, 2.58182, -6.53390)
H (-7.55830, 2.69108, 0.22958)
H (-1.76409, 3.03331, -5.10805)
H (0.65502, -5.64257, 0.57819)
H (1.32296, -6.69036, 1.75096)
H (-1.61145, -3.90666, 7.30187)
H (4.29862, 6.36520, -0.48247)
H (2.33019, 4.27161, -3.21290)
H (-3.76525, 1.05812, -7.41925)
H (-5.18873, 1.20431, -0.79366)
H (1.78410, -3.41983, -2.37646)
H (1.85165, 5.32913, -0.57485)
H (2.77099, -1.88402, -1.83678)
H (-2.03661, 1.57589, -4.50222)
H (0.19683, -2.39796, -0.01540)
H (-1.80922, 0.31559, -6.72253)
H (1.91944, -5.71980, 6.12231)
H (-0.16099, 0.98380, 2.16452)

Summary:
- SMILES: C[C@H]1COC(=O)O1.C[C@H]1COC(=O)O1.C[C@H]1COC(=O)O1.C[C@H]1COC(=O)O1.C[C@H]1COC(=O)O1.C[C@H]1COC(=O)O1.C[C@H]1COC(=O)O1.C[C@H]1COC(=O)O1
- DFT total energy: -83097.525 eV
- LUMO energy: -0.10 eV
- Charge: 0
- HOMO-LUMO gap: 9.616 eV